300
Properties=species:S:1:pos:R:3 method="wB97M-V/def2-TZVPD" spin_multiplicity=1 e_above_lowest_kj_mol=728.7 homo_energy_ev=-7.51 gap_ev=7.91 mol_weight_g_mol=1572.57
C -1.6208 0.2934 7.3790
C -1.5370 1.7913 7.6025
C -1.2974 2.4191 6.1705
C -2.9492 2.2188 8.0267
C -3.3754 2.0103 9.4824
C -2.2734 2.7038 10.3929
C -0.8312 2.1339 10.0329
C 0.0129 3.1080 10.8441
C -0.6314 0.6825 10.6133
N -0.5672 2.2975 8.5763
O 0.7262 2.1215 8.1744
H -0.6055 -0.0959 7.3038
H -2.2071 -0.2880 8.0905
H -2.1629 0.0703 6.4600
H -1.1182 3.4573 6.4502
H -0.4692 2.0214 5.5840
H -2.1908 2.2627 5.5660
H -3.0741 3.2636 7.7421
H -3.6884 1.7618 7.3689
H -4.3624 2.3938 9.7411
H -3.3911 0.9630 9.7843
H -2.5191 2.3256 11.3852
H -2.3613 3.7898 10.4227
H 1.0788 2.9724 10.6607
H -0.1410 3.0567 11.9220
H -0.2672 4.0878 10.4575
H -0.8326 0.6367 11.6836
H 0.4060 0.3651 10.5082
H -1.2944 -0.0218 10.1107
H 1.0339 3.0309 8.1839
C 0.7253 0.7754 -3.3233
C 1.4523 1.1514 -4.6530
C 0.5862 2.2536 -5.3399
C 2.8120 1.8172 -4.2967
C 3.8538 0.6845 -4.0151
C 3.9765 -0.4022 -5.1392
C 2.7798 -0.3002 -6.2430
C 3.0909 0.6771 -7.3709
C 2.6862 -1.7178 -6.8783
N 1.5461 -0.0321 -5.4667
O 0.3397 -0.4784 -6.0171
H 1.1024 1.3747 -2.4946
H -0.3601 0.8526 -3.2602
H 0.8455 -0.2728 -3.0498
H -0.4613 1.9525 -5.3290
H 0.6162 3.1757 -4.7593
H 0.8339 2.3479 -6.3972
H 3.2038 2.4010 -5.1297
H 2.7726 2.5575 -3.4976
H 4.8432 1.1368 -3.9468
H 3.6239 0.1439 -3.0970
H 4.0526 -1.3863 -4.6767
H 4.8635 -0.2111 -5.7433
H 4.0352 0.4595 -7.8700
H 3.1187 1.7060 -7.0122
H 2.2323 0.7578 -8.0375
H 1.8779 -1.6788 -7.6086
H 2.4918 -2.5055 -6.1503
H 3.6193 -1.9423 -7.3949
H 0.3134 0.0424 -6.8231
C 2.2074 4.8136 3.0307
C 2.1347 5.0280 4.5029
C 0.7387 5.5025 4.8940
C 2.2329 3.6504 5.2474
C 3.6438 3.1798 5.4354
C 4.6778 4.2036 6.0062
C 4.6110 5.5170 5.1291
C 5.3751 6.7163 5.8355
C 5.4554 5.3019 3.7559
N 3.1749 5.9816 4.9700
O 3.0157 7.1829 4.2958
H 3.1102 4.3174 2.6746
H 1.3197 4.3859 2.5646
H 2.2856 5.7303 2.4461
H 0.7701 5.6719 5.9703
H 0.4896 6.5302 4.6295
H -0.0635 4.7786 4.7506
H 1.6401 3.6930 6.1611
H 1.6838 2.9369 4.6330
H 3.6606 2.2014 5.9157
H 4.0574 2.8954 4.4678
H 5.6363 3.6865 6.0504
H 4.4568 4.3847 7.0581
H 5.0836 6.8845 6.8723
H 5.2039 7.6809 5.3576
H 6.4608 6.6311 5.7901
H 6.5228 5.5211 3.7808
H 4.9895 5.8747 2.9540
H 5.3352 4.2964 3.3526
H 2.7026 7.6669 5.0634
C -0.5586 5.7988 -1.4262
C 0.1087 7.0189 -2.0557
C 0.9977 7.6925 -1.0147
C 1.0273 6.5845 -3.2279
C 0.2047 6.2213 -4.4736
C -0.6321 7.4735 -4.9315
C -1.5198 7.9877 -3.8159
C -1.9169 9.4350 -4.2241
C -2.7563 7.0339 -3.7642
N -0.9214 8.0427 -2.4594
O -1.6919 8.5209 -1.4634
H 0.0205 5.2076 -0.7167
H -1.4422 6.0955 -0.8612
H -0.9485 5.1547 -2.2144
H 0.3387 8.0499 -0.2235
H 1.7175 7.0828 -0.4686
H 1.4921 8.5804 -1.4088
H 1.9250 7.1794 -3.3966
H 1.3940 5.6159 -2.8882
H 0.9072 6.0338 -5.2856
H -0.4328 5.3398 -4.4048
H -1.2030 7.1361 -5.7965
H 0.0912 8.2444 -5.1972
H -2.7066 9.8569 -3.6023
H -2.1687 9.4538 -5.2845
H -1.0870 10.1139 -4.0283
H -2.4546 6.0507 -3.4031
H -3.2213 6.8436 -4.7315
H -3.4920 7.3922 -3.0442
H -1.4093 9.4263 -1.3151
C -4.6486 4.6668 -0.8039
C -6.2424 4.8139 -0.8535
C -6.5381 5.3308 -2.3610
C -6.9173 3.4255 -0.5100
C -8.3888 3.4560 -0.0419
C -8.5084 4.4505 1.1540
C -8.0616 5.8618 0.7811
C -9.1079 6.5484 -0.3470
C -8.1254 6.7094 2.0340
N -6.6867 5.7425 0.2016
O -6.1823 6.9992 -0.0190
H -4.1233 4.4284 -1.7287
H -4.0605 5.5676 -0.6288
H -4.3618 3.7881 -0.2262
H -7.5938 5.5649 -2.4982
H -5.9850 6.2410 -2.5925
H -6.3115 4.5753 -3.1134
H -6.9434 2.9217 -1.4762
H -6.1741 2.8962 0.0864
H -9.0953 3.5853 -0.8619
H -8.7625 2.4798 0.2671
H -7.9458 4.0114 1.9778
H -9.5468 4.4480 1.4851
H -8.7892 7.5558 -0.6145
H -10.1358 6.6812 -0.0096
H -9.2161 5.8849 -1.2051
H -7.6441 7.6826 1.9368
H -7.4605 6.2413 2.7599
H -9.1416 6.8607 2.3980
H -5.5243 7.1476 0.6641
C -0.5152 -4.3825 -7.5923
C -1.9611 -4.3872 -7.0383
C -2.9669 -3.8950 -8.1295
C -2.5030 -5.8457 -6.7034
C -1.8581 -6.3811 -5.4492
C -2.1968 -5.4836 -4.2935
C -1.7119 -4.0229 -4.5170
C -2.3006 -3.1103 -3.3831
C -0.1861 -3.9863 -4.2272
N -2.0916 -3.5319 -5.8423
O -2.0587 -2.1985 -5.9790
H 0.1026 -5.1377 -7.1065
H -0.4726 -4.5439 -8.6694
H 0.0673 -3.5086 -7.3007
H -2.7490 -2.8343 -8.2538
H -2.7417 -4.2812 -9.1235
H -4.0108 -4.1075 -7.8984
H -3.5634 -5.9505 -6.4736
H -2.2476 -6.5153 -7.5247
H -2.0934 -7.4131 -5.1893
H -0.7837 -6.3705 -5.6325
H -1.8901 -6.0094 -3.3893
H -3.2539 -5.3995 -4.0417
H -1.8934 -3.4040 -2.4156
H -3.3830 -2.9887 -3.3403
H -1.9380 -2.1030 -3.5878
H 0.4187 -4.5937 -4.9005
H 0.0322 -4.3208 -3.2130
H 0.1216 -2.9484 -4.3552
H -1.1225 -1.9924 -6.0304
C -1.4801 -1.9749 1.9050
C -1.0350 -1.4448 0.5184
C -0.0811 -2.3823 -0.1897
C -2.3162 -1.3538 -0.3005
C -3.0586 -0.0403 -0.2004
C -2.1473 1.2161 -0.1671
C -0.9452 1.1360 0.7630
C 0.0869 2.2083 0.3019
C -1.4554 1.5837 2.1790
N -0.3251 -0.2045 0.8353
O 0.8682 -0.3618 1.5216
H -1.5312 -3.0513 1.7412
H -0.7893 -1.8030 2.7304
H -2.3692 -1.5761 2.3934
H 0.7671 -2.7085 0.4121
H -0.5912 -3.3287 -0.3698
H 0.4131 -2.0216 -1.0918
H -2.0239 -1.3596 -1.3506
H -2.9726 -2.1704 0.0002
H -3.8076 0.0005 -0.9912
H -3.7494 -0.0054 0.6420
H -2.7931 2.0623 0.0673
H -1.8436 1.4594 -1.1853
H 0.7570 1.8571 -0.4828
H 0.7192 2.5959 1.1007
H -0.3645 3.0144 -0.2764
H -0.8060 1.2784 2.9995
H -2.4185 1.1731 2.4821
H -1.5385 2.6677 2.2577
H 1.5385 -0.4688 0.8428
C 6.0090 -5.8482 1.1609
C 5.5061 -7.2892 1.2238
C 6.7936 -8.1741 1.0361
C 4.9790 -7.5631 2.5877
C 3.5837 -7.0668 2.8678
C 2.5594 -7.4851 1.7273
C 3.1092 -7.1167 0.2929
C 2.2695 -8.0024 -0.6644
C 2.9124 -5.6256 -0.0903
N 4.5117 -7.5830 0.1530
O 5.0341 -7.6196 -1.1406
H 6.8919 -5.6676 1.7740
H 6.3818 -5.4912 0.2008
H 5.2561 -5.1218 1.4667
H 7.3768 -7.9371 0.1462
H 7.4368 -8.0143 1.9015
H 6.5028 -9.2241 1.0696
H 4.9283 -8.5911 2.9464
H 5.7059 -7.2004 3.3145
H 3.2330 -7.3636 3.8562
H 3.5566 -5.9775 2.8391
H 1.6117 -6.9548 1.8209
H 2.2956 -8.5295 1.8933
H 1.2104 -8.0088 -0.4067
H 2.5921 -9.0433 -0.6417
H 2.3947 -7.7116 -1.7074
H 3.2283 -4.8987 0.6580
H 1.8615 -5.3748 -0.2343
H 3.3618 -5.5532 -1.0807
H 4.9171 -8.5462 -1.3625
C 5.8578 0.4689 1.1410
C 5.7057 -0.5524 -0.0542
C 4.2243 -1.0657 -0.1129
C 6.0310 0.1127 -1.3686
C 7.5468 0.3649 -1.5818
C 8.2952 -1.0302 -1.4785
C 8.0098 -1.7847 -0.1536
C 8.5621 -3.1810 -0.3157
C 8.9046 -1.0911 0.9959
N 6.5429 -1.7986 0.0591
O 6.3412 -2.3815 1.2832
H 4.9229 1.0120 1.2796
H 6.1121 0.1083 2.1377
H 6.5024 1.2846 0.8137
H 4.1080 -1.9587 -0.7269
H 3.8954 -1.4879 0.8367
H 3.4898 -0.3442 -0.4706
H 5.6466 -0.5142 -2.1732
H 5.5227 1.0708 -1.4762
H 7.7132 0.8301 -2.5534
H 7.8938 1.1003 -0.8559
H 9.3211 -0.6668 -1.5383
H 8.2746 -1.7047 -2.3345
H 8.1333 -3.7496 -1.1409
H 8.6304 -3.8840 0.5145
H 9.5621 -3.0364 -0.7246
H 8.6932 -1.7095 1.8683
H 8.6980 -0.0345 1.1662
H 9.9725 -1.2549 0.8508
H 5.7257 -3.1087 1.1651
C -4.4876 -9.5923 -0.2299
C -4.1393 -8.5532 -1.2342
C -2.9469 -9.1029 -2.0081
C -5.2941 -8.4523 -2.2283
C -6.3928 -7.4105 -1.8909
C -5.7604 -6.0674 -1.5042
C -4.7626 -6.2569 -0.2671
C -4.1307 -4.8257 -0.1206
C -5.5426 -6.5926 1.0402
N -3.7383 -7.2586 -0.6000
O -2.7738 -7.4143 0.3874
H -5.3381 -9.2617 0.3663
H -4.7747 -10.5561 -0.6505
H -3.7087 -9.6378 0.5313
H -2.4988 -8.4447 -2.7525
H -2.0882 -9.2421 -1.3513
H -3.1211 -10.0739 -2.4717
H -4.8693 -8.0502 -3.1480
H -5.8545 -9.3803 -2.3423
H -6.8887 -7.2169 -2.8421
H -7.1666 -7.8257 -1.2452
H -6.5336 -5.3375 -1.2643
H -5.1047 -5.7301 -2.3069
H -3.5891 -4.8468 0.8251
H -4.7956 -3.9619 -0.1132
H -3.3553 -4.6997 -0.8762
H -4.8994 -6.7732 1.9015
H -6.2464 -7.3858 0.7881
H -6.1040 -5.7632 1.4705
H -1.9156 -7.3176 -0.0319